1.
ORCA calculation (ωB97M-V/def2-TZVPD) on a molecular structure, C61H80FGeN2O11P2Si2Te2Ti at a distorted geometry.

Atoms and positions in Å:
C: -1.872 -0.818 -5.442
C: -1.417 4.708 -1.726
O: -0.403 -0.877 4.498
H: -1.603 -1.845 -5.189
H: 2.887 -1.022 -7.566
H: -2.370 1.943 -6.290
O: -2.793 -1.574 4.351
C: 2.589 0.538 4.799
H: -2.947 0.166 1.177
H: -2.951 -4.444 4.039
H: 3.159 0.643 -8.088
O: 4.040 -2.569 -0.257
H: 1.538 0.742 4.646
H: 1.670 2.835 3.010
H: -3.979 4.523 1.324
H: 8.632 -0.098 1.852
C: 0.664 3.254 3.131
H: -2.980 -1.470 -1.417
H: -3.749 1.563 -5.266
C: -4.502 -5.764 -0.407
C: -2.657 5.865 -3.527
H: -0.538 -4.461 5.893
O: 1.920 -2.024 0.158
C: -2.301 3.486 -3.811
C: -1.062 5.748 2.570
C: 0.193 -5.641 -1.500
H: 2.849 5.645 3.391
H: 1.983 -6.289 -4.346
C: 1.531 1.145 -0.786
P: 0.726 -3.973 3.495
C: -2.140 4.655 -3.056
C: 0.874 -6.391 -2.493
O: -1.348 -1.647 2.257
C: -3.291 2.347 -5.872
C: 2.738 -0.676 2.622
H: 2.492 0.692 -1.047
C: -0.035 -4.238 -1.685
O: 1.156 -5.310 3.945
H: -0.508 5.310 -1.813
C: 1.830 6.040 3.455
C: 7.527 0.014 4.269
H: -4.542 0.541 0.543
H: 0.783 3.183 -3.319
H: -3.003 3.435 0.325
H: 0.542 4.296 0.101
H: -1.662 -1.605 -2.590
C: -3.671 -3.531 0.988
H: 1.850 7.072 3.093
O: 1.655 -2.835 4.203
H: -2.546 -0.450 -4.676
H: 0.695 4.051 -4.843
H: -2.402 -0.837 -6.398
H: -3.174 -0.771 3.967
H: -2.514 6.760 -2.927
H: 7.377 -1.815 3.153
Te: -1.491 1.634 -3.072
C: 1.668 1.509 -6.086
C: 0.574 -3.627 -2.757
C: -0.120 -7.684 -0.215
O: 0.271 -0.349 -2.080
H: -5.476 3.423 3.761
H: -0.483 -8.188 0.672
H: 0.042 -1.232 -7.159
C: -2.375 2.436 3.309
H: -2.374 1.820 4.212
H: -3.520 8.101 -4.637
H: 0.476 -2.553 -2.884
N: -0.206 -0.296 0.184
H: 1.586 1.552 0.226
C: 3.179 0.938 5.954
H: 0.337 -0.629 3.902
H: 4.948 0.974 7.189
C: 6.739 -0.281 5.537
C: 4.939 -1.403 1.994
C: 1.440 -5.715 -3.602
N: 5.521 -0.838 3.053
C: -2.781 -4.104 0.072
C: -0.963 -3.589 4.220
H: 8.585 -0.209 4.399
H: 7.287 -0.741 0.907
C: 2.391 -0.105 -7.890
H: -3.965 2.594 -6.693
H: 6.829 -1.343 5.789
H: -1.059 6.774 2.192
H: -5.613 -3.569 1.911
C: -5.366 -5.172 0.506
H: 1.102 5.970 0.230
C: 0.991 -7.799 -2.345
C: 1.176 4.975 0.676
Ge: -1.161 -3.035 -0.537
C: 7.544 -0.164 1.794
C: -3.332 5.955 -4.728
H: -6.345 2.263 2.752
C: -5.428 2.419 3.330
C: 3.178 -2.067 0.435
Ti: 0.386 -1.690 1.171
H: -4.766 3.374 0.234
H: 2.211 4.635 0.572
H: 1.871 -0.326 -8.824
C: 0.265 -0.343 -6.574
H: -2.867 -2.918 -2.449
C: 1.424 0.368 -6.835
C: 0.811 1.918 -5.069
C: -3.505 4.787 -5.465
P: -1.361 -1.874 3.745
C: -4.943 -4.052 1.207
H: 1.853 -3.077 5.114
C: 4.527 0.683 6.235
H: 1.549 6.062 4.512
C: -3.947 0.517 1.459
C: -3.904 7.261 -5.216
H: 0.426 3.212 4.198
C: -2.291 -2.165 -1.905
H: -1.429 5.772 3.601
C: 0.461 0.066 -0.931
C: -0.253 -6.332 -0.338
H: -5.436 1.703 4.158
H: 1.326 1.944 -1.500
H: -0.681 -5.750 0.468
C: 1.156 3.195 -4.342
H: -1.596 -5.603 3.935
C: -0.341 1.162 -4.791
H: -3.362 -2.650 1.538
H: 7.129 0.295 6.376
C: 3.360 -0.118 3.826
H: -4.825 -6.632 -0.973
Si: 0.638 4.988 2.460
C: -3.921 3.510 0.914
O: -0.901 -3.598 5.649
C: 3.600 -1.359 1.723
H: 1.793 -3.832 -4.531
H: -1.770 5.166 1.974
C: -3.235 -5.234 -0.620
C: -0.629 0.030 -5.572
C: 4.728 -0.281 4.047
H: 1.490 -8.363 -3.127
H: -2.052 5.171 -0.967
H: -6.361 -5.573 0.663
H: -3.659 7.427 -6.266
H: 5.574 -1.945 1.305
O: 1.500 -0.578 2.462
H: -1.965 -4.555 2.567
H: 0.584 -9.511 -1.150
C: 7.013 -0.788 3.080
F: 2.448 1.585 6.881
H: -2.247 3.478 3.604
H: -2.588 -5.705 -1.352
H: 2.561 2.095 -6.283
O: 0.644 -3.577 2.041
H: -4.993 7.262 -5.128
C: 0.491 -8.435 -1.248
C: -3.016 3.563 -5.027
H: 7.430 1.080 4.044
H: 2.236 3.347 -4.327
H: 7.142 0.844 1.676
Te: -0.662 1.873 2.102
H: -1.133 3.721 -1.369
H: -4.043 4.830 -6.407
Si: -3.910 2.213 2.253
H: -4.398 -0.241 2.111
C: 1.325 -4.360 -3.707
C: 5.299 0.062 5.295
C: -1.944 -4.607 3.655

HOMO-LUMO gap (eV): 5.07
Total charge: -1
LUMO (Ha): 0.0398
ΔE to the lowest compared entry with this formula, charge and spin (kcal per mole): 35.7
Electronic energy (a.u.): -8134.11719
E_HOMO (eV): -3.98

These are the Löwdin partial charges, in e, on atoms 1 to 5:
1 C -0.083
2 C -0.105
3 O -0.122
4 H 0.084
5 H 0.080



2.
ORCA calculation (ωB97M-V/def2-TZVPD) on 9 unconnected molecules or ions with the total composition C3H26N2O8 at a distorted geometry.

Atoms and positions in Å:
H: 4.043 0.977 1.417
H: 1.441 0.625 2.855
H: 0.887 -0.083 1.491
H: -0.961 3.479 -2.427
H: -3.531 1.520 0.573
H: -2.448 -1.729 0.420
H: 1.144 3.899 -2.193
O: 0.645 -1.088 -0.014
H: -2.350 -3.312 -2.438
H: 3.734 -2.250 2.394
O: 3.077 -2.020 3.060
H: 0.079 -1.394 -0.623
H: -0.274 1.796 -3.030
H: -0.324 1.225 -0.509
H: -0.284 -2.223 2.655
O: -0.632 -1.843 1.928
O: 3.204 1.006 0.987
H: -0.019 -2.054 1.275
H: 3.518 -0.715 -0.344
H: -2.976 2.034 -1.870
H: 2.767 0.440 -0.920
O: -2.002 -3.702 -1.685
H: -2.279 -2.742 1.599
H: 2.632 0.633 1.726
C: -0.404 2.526 -2.163
H: 2.509 -1.395 2.627
O: -2.797 -2.619 0.736
H: 1.517 -0.779 -0.444
H: 0.995 2.997 -0.901
O: 1.122 -0.100 2.409
O: 2.984 -0.513 -1.068
H: -3.765 0.277 -0.279
N: 0.959 2.951 -1.884
H: -2.322 -3.198 -0.967
H: -1.158 2.745 -0.113
C: -2.404 1.316 -1.277
H: -2.268 0.476 -2.062
C: -1.027 1.971 -0.930
N: -3.031 0.864 -0.013

HOMO-LUMO gap (eV): 9.67
SMILES string: NCCCN.O.O.O.O.O.O.O.O
Total charge: 0
LUMO (Ha): 0.0026
ΔE to the lowest compared entry with this formula, charge and spin (kcal per mole): 25.1
Electronic energy (a.u.): -841.23746
E_HOMO (eV): -9.60

These are the Löwdin partial charges, in e, on atoms 1 to 5:
1 H 0.047
2 H 0.028
3 H 0.014
4 H 0.127
5 H 0.073



3.
ORCA calculation (ωB97M-V/def2-TZVPD) on a molecular structure, C17H28CdN6O3PS3.

Atoms and positions in Å:
C: -4.679 -3.505 -0.394
H: -1.915 -2.119 2.569
H: -4.473 -0.196 0.172
N: -5.056 -2.211 0.166
C: -5.197 -2.286 1.577
S: 2.616 -0.378 -0.556
H: 3.334 3.978 -0.726
H: -1.363 -3.640 0.177
N: 1.430 -1.210 2.081
H: -5.431 -1.308 1.993
C: -2.806 -1.758 2.060
C: -3.089 2.824 -1.342
H: 0.264 3.867 -0.792
P: -2.357 -1.403 0.280
N: -0.220 -4.022 3.105
H: -2.179 -3.239 -1.331
C: 1.656 -2.287 2.758
H: 3.401 2.337 -2.148
N: 3.996 -2.540 3.824
H: 1.366 4.462 -2.033
H: -3.120 -0.819 2.518
H: -3.460 3.742 -0.891
S: 1.017 2.100 -2.068
O: -1.799 2.481 -0.795
N: -3.429 -3.994 0.173
H: 2.433 -0.484 -2.856
H: -4.058 -2.927 3.219
C: 2.955 -2.429 3.349
C: 3.024 0.184 -2.230
H: 4.889 -0.159 0.102
H: -5.975 -3.002 1.844
H: -4.569 -3.402 -1.472
H: -2.581 -4.429 2.014
C: -2.268 -3.197 -0.244
H: 4.080 -0.023 -2.406
O: 0.261 -1.084 1.535
O: -2.778 1.563 0.988
H: -5.470 -4.228 -0.186
S: 2.554 2.648 1.088
C: 0.660 -3.296 2.968
C: -4.139 -1.142 -0.252
H: -2.931 2.964 -2.407
C: 4.080 1.765 0.601
C: 2.363 3.886 -0.243
H: -4.184 -1.054 -1.340
C: 2.697 1.637 -2.590
C: 3.954 0.253 0.481
H: -4.320 -4.817 1.851
H: 4.808 1.987 1.380
H: 2.745 1.747 -3.672
H: 2.175 4.822 0.283
C: -1.762 1.809 0.380
C: -3.528 -4.117 1.583
Cd: 0.226 0.940 0.603
H: 3.745 -0.197 1.451
H: -3.799 2.021 -1.162
N: -3.902 -2.771 2.223
H: 4.431 2.210 -0.327
C: 1.239 3.709 -1.255

HOMO-LUMO gap (eV): 8.77
Total charge: +1
LUMO (Ha): -0.0834
ΔE to the lowest compared entry with this formula, charge and spin (kcal per mole): 0.0
Electronic energy (a.u.): -2922.17879
E_HOMO (eV): -11.04

These are the Löwdin partial charges, in e, on atoms 1 to 5:
1 C -0.158
2 H 0.060
3 H 0.078
4 N -0.149
5 C -0.114



4.
ORCA calculation (ωB97M-V/def2-TZVPD) on 10 unconnected molecules or ions with the total composition C16H54N18O10 at a distorted geometry.

Atoms and positions in Å:
C: -2.431 2.508 1.788
H: 3.740 1.242 -4.273
H: 0.264 -0.206 -1.088
C: -1.416 -2.580 3.710
H: 5.528 -0.900 0.977
H: 1.483 -1.319 6.226
H: 0.911 -1.589 4.600
C: 0.822 3.272 -1.093
C: -1.449 -3.012 -3.485
H: 4.224 -0.471 -1.908
C: -7.526 0.627 -0.107
N: 4.079 1.565 -1.735
C: -6.524 0.850 1.093
H: 6.384 -0.758 -2.650
H: -5.240 -3.036 2.183
H: -1.508 1.894 -4.512
N: -1.875 1.828 0.820
H: 1.856 -0.169 -0.427
C: 2.353 -2.822 5.204
H: -4.107 1.868 -2.386
O: -0.964 -3.295 2.803
H: 4.748 2.247 -2.061
H: -6.988 0.907 -1.013
H: -2.781 -3.892 4.487
O: 3.185 -3.253 6.051
H: 6.580 0.427 -1.409
H: -1.471 2.449 0.133
O: 1.170 -1.648 1.495
H: -2.609 4.530 1.946
H: -5.354 2.174 1.781
O: -3.082 2.082 2.700
N: -2.313 3.729 1.407
C: 4.599 0.364 -2.500
H: -1.210 -1.730 -0.562
C: 8.175 0.948 -3.303
H: -1.037 -2.121 1.185
H: -4.140 -1.714 2.388
H: 0.593 1.640 -2.108
N: 1.585 -1.772 5.329
H: 3.210 -3.576 3.605
H: 4.363 1.431 -0.775
C: -4.725 -2.245 1.638
N: 1.807 4.115 -0.826
N: 4.662 -0.524 1.336
N: -6.186 2.251 1.214
H: -5.821 2.584 0.333
O: 6.817 1.120 -3.339
C: -5.285 -0.024 1.121
H: -2.993 1.118 -1.185
H: 3.195 -0.412 -3.925
H: 2.280 2.115 -1.998
N: 0.907 -0.510 -0.371
O: -1.218 0.636 -2.376
H: -8.400 1.273 -0.018
H: -1.713 3.893 0.611
H: -4.743 0.188 0.200
O: -5.696 -1.356 1.125
N: -1.110 -1.364 3.929
H: 4.747 -0.264 -4.518
C: 4.369 0.736 1.447
N: -0.363 -2.539 -3.019
H: -1.741 -4.507 -4.639
N: -3.284 1.344 -2.125
H: 8.654 1.038 -2.329
N: -2.335 1.795 -3.942
N: -1.092 -4.094 -3.984
H: -0.313 -1.557 -2.788
N: -0.721 -1.702 0.322
O: -2.450 -2.429 -3.690
H: -3.940 -2.510 0.929
H: 8.583 0.094 -3.844
H: -2.827 -2.337 5.126
H: -3.207 2.290 -4.064
N: 2.357 -3.150 3.940
H: -1.915 0.819 0.838
C: 0.534 -1.350 0.504
N: 1.305 2.282 -1.791
H: 3.873 -1.127 1.520
H: -7.809 -0.425 -0.138
H: 0.425 -3.168 -2.951
O: 5.098 1.644 1.189
H: 1.645 -2.820 3.305
H: -4.710 0.298 1.990
C: -2.224 1.088 -2.864
N: -2.428 -2.948 4.428
C: 6.187 0.288 -2.416
H: 8.559 1.725 -3.964
O: -0.358 3.441 -0.835
H: -1.160 -1.030 4.881
H: -7.087 0.747 2.021
C: 4.043 0.271 -3.881
H: 2.787 3.870 -0.844
H: -0.483 -1.024 3.214
H: 2.420 0.256 2.117
H: 2.754 1.826 1.661
N: 3.098 0.878 1.700
H: 1.520 4.988 -0.407
H: -0.111 -4.313 -4.086

HOMO-LUMO gap (eV): 9.19
SMILES string: COC[C@H](C)N.COC[C@H](C)N.NC(N)=O.NC(N)=O.NC(N)=O.NC(N)=O.NC(N)=O.NC(N)=O.NC(N)=O.NC(N)=O
Total charge: 0
LUMO (Ha): 0.0055
ΔE to the lowest compared entry with this formula, charge and spin (kcal per mole): 175.4
Electronic energy (a.u.): -2380.13110
E_HOMO (eV): -9.04

These are the Löwdin partial charges, in e, on atoms 1 to 5:
1 C -0.801
2 H 0.087
3 H 0.059
4 C -0.788
5 H 0.123



5.
ORCA calculation (ωB97M-V/def2-TZVPD) on a single C19H27NO3 molecule.

Atoms and positions in Å:
C: -1.552 3.009 -2.083
H: -4.176 3.898 -2.128
H: 3.527 -5.078 -1.162
C: 2.506 -3.098 0.704
H: -3.553 0.349 -1.089
H: 5.271 -1.185 0.511
H: -1.284 3.433 -1.111
H: 5.176 -5.661 -0.867
O: 5.948 -3.331 -0.410
C: -3.999 3.063 -1.455
H: 3.704 0.468 1.508
H: -2.621 0.340 3.438
C: 2.059 -0.890 1.549
C: 4.350 -5.092 -0.450
H: -0.416 1.407 3.739
H: -0.558 -0.556 1.405
H: 0.611 0.306 -2.106
C: -2.643 0.961 -1.088
C: 1.630 -2.184 1.258
H: -1.838 2.138 0.460
H: -0.205 -0.931 3.109
N: -2.420 1.335 0.294
C: -0.740 1.139 2.732
H: -1.740 -0.261 -2.608
O: -3.396 -0.486 1.200
H: 0.117 1.250 -0.706
H: -1.341 -0.750 -0.961
H: -2.706 2.020 2.888
H: 0.616 -2.490 1.462
H: -3.108 1.839 -2.969
H: -4.911 2.475 -1.386
C: -2.267 1.042 2.683
C: 3.384 -0.535 1.276
O: 1.285 0.083 2.084
C: 4.247 -1.451 0.726
H: 2.141 -4.091 0.491
C: -0.191 0.928 -1.704
C: -0.085 -0.178 2.320
C: 4.814 -3.682 -0.165
H: -3.777 3.461 -0.467
C: -2.848 2.201 -1.968
C: -1.477 0.112 -1.616
H: -1.714 3.847 -2.763
H: -0.377 1.917 2.058
H: -0.634 1.809 -3.611
C: -2.759 0.540 1.328
H: 4.011 -5.568 0.467
C: 3.826 -2.752 0.427
H: 0.513 2.738 -2.645
C: -0.403 2.146 -2.598

HOMO-LUMO gap (eV): 9.40
SMILES string: CC(=O)c1ccc(OCCCC(=O)N[C@@H]2CCCC[C@@H]2C)cc1
Total charge: 0
LUMO (Ha): 0.0212
ΔE to the lowest compared entry with this formula, charge and spin (kcal per mole): 22.7
Electronic energy (a.u.): -1020.71283
E_HOMO (eV): -8.82

These are the Löwdin partial charges, in e, on atoms 1 to 5:
1 C -0.173
2 H 0.077
3 H 0.086
4 C -0.022
5 H 0.151



Which of these has the lowest E_HOMO? C17H28CdN6O3PS3